Density functional theory data (ωB97M-V/def2-TZVPD) for a structure of composition C6H13NNaO4S.

Each line ends with the Löwdin charge.
Geometry (Å):
C1 -0.161 2.875 1.412  -0.13
N1 -0.382 1.373 1.309  -0.17
C2 -1.184 1.041 0.071  -0.17
C3 -1.375 -0.568 -0.219  -0.22
O1 -1.154 -0.916 -1.662  -0.21
S1 0.483 -0.723 -2.094  0.90
O2 0.874 -1.968 -2.980  -0.35
O3 0.764 0.544 -2.968  -0.50
C4 1.654 -0.745 -0.631  -0.19
C5 1.069 -1.471 0.717  -0.14
C6 -0.564 -1.553 0.814  -0.27
O4 -0.937 -2.984 0.559  -0.10
H1 -0.796 3.357 0.533  0.09
H2 -0.548 3.237 2.458  0.10
H3 0.992 3.111 1.259  0.10
H4 -0.883 1.104 2.184  0.11
H5 -0.765 1.595 -0.899  0.13
H6 -2.268 1.511 0.244  0.14
H7 -2.534 -0.791 -0.040  0.19
H8 2.622 -1.344 -0.991  0.14
H9 2.057 0.352 -0.389  0.14
H10 1.422 -0.797 1.638  0.13
H11 1.544 -2.542 0.935  0.14
H12 -0.989 -1.325 1.906  0.17
H13 -0.638 -3.556 1.349  0.13
Na1 1.701 1.184 -4.513  0.82

The value obtained for the HOMO energy is -12.2 eV. The HOMO-LUMO gap is 8.23 eV. The energy above the lowest of the compared OMol25 structures with the same formula, charge and spin is 106.7 kcal per mole. As for the LUMO energy: -3.948 eV. The total charge is +1.

---

Density functional theory data (ωB97M-V/def2-TZVPD) for a cluster of 2 separate species, C6H13NO in total.

Each line ends with the Löwdin charge.
Geometry (Å):
C1 1.448 -0.944 -0.168  -0.48
O1 0.299 -0.199 -0.304  -0.35
C2 1.243 -2.351 -0.707  -0.29
C3 0.132 -3.138 0.005  -0.15
H1 1.810 -0.966 0.886  0.09
H2 2.292 -0.501 -0.731  0.08
H3 2.192 -2.903 -0.543  0.09
H4 1.025 -2.342 -1.783  0.09
H5 0.073 -4.132 -0.458  0.05
H6 -0.836 -2.649 -0.103  0.05
H7 0.299 -3.305 1.081  0.06
C4 -0.440 1.624 0.913  -0.25
C5 0.489 2.482 1.345  -0.07
C6 -2.019 1.130 -0.874  -0.10
N1 -1.395 2.053 -0.091  -0.11
H8 -0.798 0.691 1.329  0.10
H9 0.590 3.480 0.933  0.02
H10 1.234 2.183 2.076  0.02
H11 -2.630 1.446 -1.707  0.01
H12 -1.818 0.100 -0.582  0.03
H13 -1.224 2.955 -0.512  0.11

The value obtained for the HOMO energy (spin up / spin down) is -1.8 / -2.5 eV. The HOMO-LUMO gap (spin up / spin down) is 6.07 / 6.77 eV. The energy above the lowest of the compared OMol25 structures with the same formula, charge and spin is 53.0 kcal per mole. As for the expectation value of S²: 0.756. As for the spin multiplicity: 2. As for the LUMO energy (spin up / spin down): 4.309 / 4.264 eV. The total charge is -1.

---

Density functional theory data (ωB97M-V/def2-TZVPD) for an isolated molecule of C6H13NO.

Each line ends with the Löwdin charge.
Geometry (Å):
C1 -2.608 -0.029 -0.288  -0.13
C2 -1.616 -0.168 0.852  -0.16
C3 -0.019 0.277 0.613  -0.44
N1 0.761 0.451 1.809  0.10
C4 0.219 1.166 -0.618  -0.13
C5 0.450 -0.344 -0.593  -0.21
C6 1.996 -0.826 -0.649  -0.19
O1 2.920 0.220 -0.385  -0.09
H1 -3.620 -0.295 0.039  0.07
H2 -2.356 -0.680 -1.131  0.07
H3 -2.654 1.000 -0.658  0.07
H4 -1.953 0.458 1.687  0.10
H5 -1.608 -1.201 1.218  0.10
H6 0.905 -0.420 2.313  0.08
H7 1.663 0.885 1.593  0.08
H8 -0.477 1.982 -0.378  0.12
H9 0.086 1.377 -1.693  0.13
H10 -0.119 -1.046 -1.189  0.12
H11 2.172 -1.234 -1.651  0.11
H12 2.182 -1.621 0.079  0.11
H13 3.677 0.048 -0.969  0.09

The value obtained for the HOMO energy is -6.8 eV. The HOMO-LUMO gap is 7.69 eV. The energy above the lowest of the compared OMol25 structures with the same formula, charge and spin is 157.4 kcal per mole. As for the LUMO energy: 0.854 eV.

---

Density functional theory data (ωB97M-V/def2-TZVPD) for a cluster of 2 separate species, C6H13NO in total.

Each line ends with the Löwdin charge.
Geometry (Å):
C1 0.324 0.937 -1.191  -0.49
C2 0.004 -1.278 0.439  -0.12
C3 1.596 0.969 1.007  -0.06
C4 -1.318 -1.887 0.053  -0.14
N1 0.493 -0.387 -1.640  0.12
C5 0.238 0.809 0.346  -0.38
C6 -0.932 1.156 0.984  0.06
O1 -0.865 1.477 -1.756  -0.04
H1 -1.089 0.864 -2.468  0.09
H2 1.485 -0.569 -1.782  0.06
H3 1.148 1.622 -1.458  0.14
H4 0.098 -1.185 1.519  0.07
H5 0.868 -1.849 0.128  0.07
H6 1.562 0.729 2.071  0.08
H7 1.903 2.014 0.908  0.09
H8 2.356 0.355 0.523  0.08
H9 -1.390 -2.049 -1.020  0.06
H10 -1.417 -2.867 0.536  0.07
H11 -2.159 -1.265 0.364  0.07
H12 -1.765 1.581 0.443  0.07
H13 -1.139 0.822 1.995  0.08

The value obtained for the HOMO energy (spin up / spin down) is -8.9 / -7.5 eV. The HOMO-LUMO gap (spin up / spin down) is 8.77 / 7.31 eV. The energy above the lowest of the compared OMol25 structures with the same formula, charge and spin is 135.6 kcal per mole. As for the LUMO energy (spin up / spin down): -0.116 / -0.228 eV.

---

Density functional theory data (ωB97M-V/def2-TZVPD) for an isolated molecule of C6H13NO.

Each line ends with the Löwdin charge.
Geometry (Å):
C1 -0.211 1.115 2.667  -0.11
C2 0.630 0.827 1.397  -0.26
C3 -0.128 1.033 0.096  -0.19
C4 -1.035 -0.191 -0.270  -0.19
N1 -0.333 -1.442 -0.438  0.06
C5 0.459 -1.754 -1.523  -0.52
C6 0.448 -0.807 -2.678  0.00
O1 1.142 -2.760 -1.492  0.05
H1 -0.457 2.179 2.736  0.07
H2 0.323 0.724 3.539  0.07
H3 -1.132 0.520 2.704  0.06
H4 1.495 1.461 1.453  0.09
H5 1.000 -0.195 1.540  0.10
H6 -0.731 1.920 0.090  0.11
H7 0.634 1.084 -0.683  0.09
H8 -1.722 -0.269 0.561  0.11
H9 -1.563 0.118 -1.158  0.11
H10 -0.099 -1.895 0.411  0.12
H11 0.695 0.206 -2.422  0.06
H12 -0.547 -0.729 -3.111  0.09
H13 1.132 -1.146 -3.421  0.08

The value obtained for the HOMO energy is -9.5 eV. The HOMO-LUMO gap is 10.41 eV. The energy above the lowest of the compared OMol25 structures with the same formula, charge and spin is 10.4 kcal per mole. As for the LUMO energy: 0.942 eV.

---

Density functional theory data (ωB97M-V/def2-TZVPD) for a structure of composition C6H13NO.

Each line ends with the Löwdin charge.
Geometry (Å):
C1 0.846 0.132 0.185  0.05
C2 0.770 -0.588 -1.095  -0.54
C3 1.011 1.604 0.292  -0.22
C4 -1.835 -0.420 -1.221  -0.09
C5 -0.872 -2.194 0.175  -0.08
C6 1.077 2.130 1.726  -0.10
N1 -0.721 -0.886 -0.429  -0.17
O1 1.639 -1.533 -1.159  -0.14
H1 1.134 -0.486 1.031  0.14
H2 0.603 0.075 -1.971  0.14
H3 1.954 1.838 -0.226  0.14
H4 0.227 2.104 -0.285  0.12
H5 -2.752 -0.409 -0.625  0.09
H6 -1.513 -2.859 -0.415  0.09
H7 -1.640 0.590 -1.584  0.08
H8 -2.007 -1.084 -2.086  0.10
H9 0.097 -2.694 0.238  0.09
H10 -1.303 -2.113 1.176  0.08
H11 0.136 1.950 2.246  0.08
H12 1.272 3.201 1.738  0.07
H13 1.877 1.645 2.287  0.08

The value obtained for the HOMO energy is -7.7 eV. The HOMO-LUMO gap is 8.07 eV. The energy above the lowest of the compared OMol25 structures with the same formula, charge and spin is 98.5 kcal per mole. As for the LUMO energy: 0.325 eV.